Entry 1:
This record from the Open Molecules 2025 dataset describes a structure of composition C29H48BF3N3O6PSTi. The level of theory is ωB97M-V/def2-TZVPD.

Computed properties:
* E_HOMO: -0.2826 Ha
* E_LUMO: 0.31 eV
* total charge: 0
* multiplicity: 1

Each line ends with the Löwdin charge.
Cartesian coordinates (Å):
Ti -0.711 -0.384 -0.176  0.819
S 1.146 -1.854 -0.037  0.748
P -1.916 -1.607 -2.260  0.282
F -0.319 2.801 -0.254  0.017
F -1.502 1.936 -1.828  -0.010
F 0.677 1.700 -1.817  0.075
O -3.265 -1.111 -2.911  -0.138
O -1.470 -2.908 -3.025  -0.139
O 1.557 1.484 1.289  0.111
O 0.632 -0.043 2.720  0.053
O -0.808 -0.580 -2.322  -0.304
O -2.218 -1.835 -0.791  -0.335
N -2.749 0.594 0.508  -0.080
N -1.284 -1.519 1.684  -0.060
N -1.150 2.309 2.429  0.043
C -4.177 0.811 -3.950  -0.019
C -4.315 -1.464 -5.019  -0.026
C 2.137 -1.711 -2.613  -0.113
C 2.200 -1.203 -1.319  -0.595
C -2.587 2.449 2.239  -0.243
C -3.451 -0.495 -4.227  -0.599
C -1.561 -5.041 -4.014  -0.020
C 2.990 -1.224 -3.591  -0.083
C 2.077 0.505 4.657  0.021
C -1.011 -4.769 -1.578  -0.023
C 3.131 1.337 5.049  -0.030
C 4.388 4.638 4.566  -0.049
C 3.973 0.276 -1.997  -0.079
C 3.126 -0.210 -1.013  -0.102
C -2.364 -0.867 2.437  -0.195
C 4.862 3.178 4.622  -0.563
C 5.338 2.882 6.045  -0.074
C -1.869 -4.281 -2.735  -0.605
C 3.908 -0.227 -3.287  -0.094
C 2.195 1.550 2.498  -0.189
C 6.056 2.997 3.674  -0.050
C -3.035 2.007 0.857  -0.181
C 3.716 2.262 4.188  -0.173
C 3.228 2.371 2.876  0.064
C -2.125 -0.240 -4.931  -0.028
C 1.627 0.630 3.367  -0.209
C -3.396 -0.352 1.453  -0.182
C -3.352 -4.338 -2.400  -0.025
C -0.404 1.649 -1.004  -0.533
B 0.561 0.506 1.410  -0.592
H -1.909 -0.041 2.982  0.102
H -5.115 0.620 -3.426  0.089
H 3.498 1.240 6.060  0.096
H -3.550 1.462 -3.338  0.079
H -5.225 -1.702 -4.468  0.090
H -0.865 2.638 3.342  0.099
H 6.398 1.961 3.678  0.092
H 5.195 5.312 4.863  0.084
H 2.932 -1.621 -4.597  0.100
H -1.783 -6.100 -3.882  0.092
H -3.099 1.860 3.006  0.105
H -2.958 3.476 2.353  0.117
H 4.551 3.060 6.780  0.084
H 5.803 3.263 2.647  0.075
H -2.830 -1.552 3.150  0.126
H -1.590 -2.408 1.301  0.094
H -2.574 2.632 0.097  0.102
H -3.953 -3.935 -3.215  0.080
H 0.048 -4.673 -1.821  0.087
H -4.591 -1.021 -5.977  0.091
H 3.544 4.795 5.241  0.089
H 1.408 -2.474 -2.851  0.091
H -3.768 -2.388 -5.214  0.078
H -4.216 0.134 1.988  0.121
H -1.506 0.462 -4.375  0.085
H -1.564 -1.167 -5.068  0.088
H -2.338 0.176 -5.916  0.097
H 4.684 1.056 -1.752  0.103
H -4.119 2.164 0.804  0.126
H -1.206 -4.180 -0.684  0.065
H -2.163 -4.658 -4.840  0.084
H -3.179 0.454 -0.405  0.108
H -1.233 -5.817 -1.371  0.093
H 4.070 4.915 3.560  0.078
H 6.885 3.635 3.988  0.083
H 1.643 -0.213 5.340  0.117
H 3.169 0.187 -0.007  0.098
H -0.485 -1.665 2.292  0.080
H 5.680 1.851 6.147  0.087
H 6.175 3.538 6.291  0.084
H -0.507 -4.934 -4.271  0.091
H 3.642 3.077 2.167  0.127
H -3.638 -5.379 -2.241  0.095
H -3.809 -1.181 0.883  0.114
H -4.399 1.323 -4.887  0.093
H -0.635 2.828 1.726  0.069
H -3.572 -3.777 -1.490  0.079
H 4.568 0.156 -4.055  0.098

---

Entry 2:
This record from the Open Molecules 2025 dataset describes a structure of composition C29H48Br2N5O2SYb. The level of theory is ωB97M-V/def2-TZVPD.

Computed properties:
* E_HOMO (alpha / beta): -0.4695 / -0.4697 Ha
* E_LUMO (alpha / beta): -5.08 / -5.09 eV
* <S²>: 0.751
* total charge: +2
* multiplicity: 2

Each line ends with the Löwdin spin population.
Cartesian coordinates (Å):
Yb -1.214 0.020 0.829  0.987
Br 4.357 0.205 5.434  0.000
Br 3.759 0.803 -0.107  0.000
S -0.656 -2.542 0.318  -0.001
O 0.784 0.414 0.572  0.003
O -2.838 1.049 0.509  0.010
N -0.329 5.433 0.306  0.000
N -0.370 0.100 3.028  -0.001
N 1.924 -2.781 -0.103  0.000
N 0.777 -1.982 -1.913  0.000
N -0.632 2.932 0.280  0.000
C -0.192 -0.116 5.388  0.000
C -4.292 0.266 -1.227  0.000
C -5.196 1.475 0.764  0.000
C 3.771 0.478 2.709  0.000
C 4.774 -4.104 -2.318  0.000
C -0.915 3.452 1.625  0.000
C 0.753 3.257 -0.080  0.000
C -1.204 -2.708 -3.300  0.000
C 4.798 -3.111 -3.475  0.000
C -2.446 -0.115 4.262  0.000
C 3.230 -2.835 -0.766  0.000
C -4.147 0.501 0.268  0.001
C 3.443 -4.111 -1.570  0.000
C 2.941 0.527 1.568  0.000
C 3.227 0.279 3.941  0.000
C 1.581 0.363 1.635  0.000
C -1.515 5.088 -0.563  0.000
C -0.651 -3.246 -4.615  0.000
C 0.922 4.783 -0.242  0.000
C 1.164 -0.037 5.330  0.000
C -0.951 -0.032 4.204  0.000
C -0.578 4.956 1.716  0.000
C 1.822 0.140 4.087  0.000
C -0.390 -1.570 -2.700  0.000
C -4.273 -0.830 1.022  0.000
C 0.778 -2.407 -0.658  0.000
C 1.014 0.189 2.941  0.000
C 0.755 -3.827 -4.525  0.000
C -1.556 3.550 -0.677  0.000
H -3.405 -1.491 0.869  0.000
H -5.310 -0.026 -1.493  0.000
H 1.416 2.872 0.692  0.000
H 3.998 -3.328 -4.189  0.000
H 1.761 5.186 0.321  0.000
H -2.557 3.174 -0.481  0.000
H -2.906 0.384 3.408  0.000
H 4.840 0.597 2.595  0.000
H -5.183 2.389 0.164  0.000
H 1.040 -4.317 -5.456  0.000
H -4.048 1.179 -1.773  0.000
H -1.368 5.590 -1.517  0.000
H 0.830 -4.571 -3.728  0.000
H 3.338 -1.937 -1.377  0.000
H -0.313 2.906 2.352  0.000
H 4.968 -5.109 -2.694  0.000
H -1.390 5.557 2.118  0.000
H 1.839 -3.155 0.829  0.000
H -4.408 -0.676 2.093  0.000
H 5.587 -3.888 -1.618  0.000
H -1.968 3.274 1.842  0.000
H 1.513 -3.057 -4.343  0.000
H 1.754 -0.098 6.235  0.000
H -2.828 0.348 5.171  0.000
H 0.331 5.162 2.277  0.000
H 3.381 -4.964 -0.891  0.000
H -5.132 -1.387 0.647  0.000
H -1.033 -0.947 -2.074  0.000
H -0.672 -2.448 -5.364  0.000
H 0.002 -0.916 -3.482  0.000
H 1.015 2.748 -1.004  0.000
H 3.982 -2.736 0.017  0.000
H -2.218 -2.332 -3.465  0.000
H -0.204 6.443 0.314  0.000
H -5.000 1.741 1.805  0.000
H 5.739 -3.154 -4.022  0.000
H -1.333 -4.016 -4.981  0.000
H -2.389 5.509 -0.071  0.000
H -2.767 -1.160 4.269  0.000
H -1.291 -3.507 -2.558  0.000
H 4.681 -2.076 -3.141  0.000
H -6.200 1.051 0.704  0.000
H 1.003 5.105 -1.278  0.000
H 1.645 -2.065 -2.421  0.000
H -0.704 -0.240 6.332  0.000
H -3.624 -0.534 -1.567  0.000
H -1.264 3.240 -1.680  0.000
H 2.621 -4.228 -2.286  0.000

---

Entry 3:
This record from the Open Molecules 2025 dataset describes a structure of composition C29H48BrMgNOP2. The level of theory is ωB97M-V/def2-TZVPD.

Computed properties:
* E_HOMO (alpha / beta): -0.4312 / -0.4312 Ha
* E_LUMO (alpha / beta): -7.87 / -7.89 eV
* total charge: +2
* multiplicity: 1

Each line ends with the Löwdin charge.
Cartesian coordinates (Å):
Br 3.088 5.072 -3.074  0.890
P 3.991 -0.678 -0.962  0.954
P -1.122 -2.082 -1.558  0.913
Mg -1.147 0.339 -1.019  0.771
O -1.660 0.806 0.958  -0.280
N -5.620 3.875 -4.697  0.090
C 3.114 -1.587 0.327  -0.454
C -2.346 0.067 2.025  -0.128
C -4.266 1.930 -4.366  0.013
C 1.538 2.871 -3.891  -0.093
C 3.712 1.109 -0.818  -0.432
C -5.513 4.179 -3.409  -0.101
C -0.798 1.846 1.547  -0.137
C -1.718 1.276 -2.801  -0.202
C 5.070 1.825 -0.817  -0.169
C -4.019 2.294 -3.008  -0.185
C -1.716 -4.575 -0.127  -0.119
C 1.608 3.998 -3.056  -0.724
C -4.801 3.376 -2.510  0.017
C 0.063 -2.619 -2.852  -0.380
C 3.508 -1.218 -2.624  -0.439
C -0.746 1.605 3.060  -0.123
C -0.862 -3.307 -0.216  -0.375
C -0.472 3.333 -1.989  -0.025
C -5.041 2.776 -5.178  -0.096
C 0.581 4.236 -2.136  -0.088
C 4.096 -2.037 1.421  -0.167
C -3.876 -1.982 -1.400  -0.126
C -2.727 -2.560 -2.235  -0.383
C -1.804 0.546 3.377  -0.120
C -2.956 1.691 -2.208  -0.014
C -0.212 -2.206 -4.301  -0.118
C -0.535 2.185 -2.808  -0.257
C 4.649 -1.950 -3.353  -0.156
C 0.507 1.954 -3.734  -0.019
H 0.198 -3.593 -0.290  0.085
H 3.641 -2.794 2.066  0.067
H -1.229 2.833 1.313  0.132
H -2.133 -1.003 1.856  0.116
H -3.428 0.261 1.969  0.136
H 3.173 1.283 0.123  0.064
H -6.007 5.089 -3.057  0.127
H 0.172 -3.712 -2.780  0.109
H 5.599 -1.409 -3.274  0.068
H 3.181 -0.327 -3.185  0.069
H -4.789 3.630 -1.448  0.120
H 0.637 5.126 -1.523  0.114
H 1.016 -2.169 -2.544  0.031
H 4.412 -2.060 -4.418  0.069
H 0.480 1.060 -4.369  0.117
H 0.606 -2.571 -4.946  0.096
H -2.612 0.967 3.985  0.128
H 2.656 -1.897 -2.501  0.022
H -3.058 1.772 -1.117  0.110
H 0.186 1.767 1.074  0.119
H 4.798 -2.955 -2.937  0.075
H -1.717 -5.160 -1.051  0.081
H 2.642 -2.456 -0.147  0.061
H 3.078 1.421 -1.659  0.046
H -3.574 -1.195 -0.685  0.043
H 5.838 1.236 -0.297  0.062
H -0.975 -2.721 0.709  0.061
H -4.627 -1.532 -2.064  0.085
H -2.743 -3.659 -2.237  0.090
H -0.261 -1.114 -4.430  0.047
H -3.864 1.022 -4.822  0.116
H -0.919 2.529 3.604  0.126
H 0.263 1.261 3.321  0.126
H -2.791 -2.219 -3.282  0.083
H 2.337 -0.923 0.727  0.049
H -4.376 -2.777 -0.827  0.086
H -1.149 -2.634 -4.684  0.075
H -1.351 -0.279 3.928  0.125
H 5.000 -2.479 0.987  0.068
H 4.999 2.797 -0.320  0.067
H -2.756 -4.383 0.162  0.077
H -1.789 0.629 -3.689  0.113
H -1.292 -5.217 0.655  0.092
H 4.406 -1.205 2.065  0.074
H -1.252 3.533 -1.255  0.116
H 5.434 2.004 -1.831  0.071
H 2.336 2.714 -4.620  0.122
H -5.170 2.586 -6.250  0.127

---

Entry 4:
This record from the Open Molecules 2025 dataset describes a structure of composition C29H48CoNP3SSe. The level of theory is ωB97M-V/def2-TZVPD.

Computed properties:
* E_HOMO (alpha / beta): -0.5456 / -0.5456 Ha
* E_LUMO (alpha / beta): -10.05 / -11.82 eV
* <S²>: 6.138
* total charge: +3
* multiplicity: 5

Each line ends with the Löwdin spin population.
Cartesian coordinates (Å):
Se 1.872 1.277 -1.244  0.620
Co 0.654 -0.678 -0.072  2.108
S -1.671 1.385 1.304  0.059
P 1.906 -1.957 -1.569  0.078
P -0.655 -2.423 0.541  0.075
P 2.225 -0.774 1.651  0.013
N -0.381 0.401 1.243  0.558
C 1.719 2.624 -3.748  0.080
C 1.162 3.052 -4.949  -0.002
C 3.593 0.465 1.667  0.005
C -0.131 2.661 -5.312  0.123
C -0.885 2.651 2.388  0.052
C -0.854 1.835 -4.452  0.010
C -0.300 1.404 -3.246  0.055
C 0.495 2.924 2.327  0.014
C -1.057 4.178 4.294  0.009
C -4.323 -0.558 3.931  0.001
C 3.232 -2.305 1.917  0.003
C 1.594 -0.596 3.382  0.001
C -2.655 3.397 -8.290  0.000
C -3.564 -0.760 5.086  0.002
C 0.994 1.791 -2.876  0.108
C -2.204 -2.214 1.531  0.009
C 3.648 -1.460 -1.924  0.029
C -1.719 0.383 4.044  0.001
C -3.736 2.637 -8.454  0.000
C 1.231 -1.994 -3.276  0.006
C 1.087 3.799 3.248  0.002
C 2.235 -3.764 -1.308  0.018
C 0.018 -3.857 1.504  0.015
C -3.778 0.112 2.817  0.005
C -1.435 -3.306 -0.885  0.008
C -1.657 3.318 3.370  0.006
C 0.316 4.419 4.230  0.002
C -2.447 0.576 2.833  0.012
C -2.263 -0.276 5.144  0.000
H 0.781 5.077 4.958  0.000
H -2.774 -3.151 1.532  0.002
H 4.181 -1.249 -0.993  0.001
H 2.898 -4.138 -2.096  0.003
H 4.165 -2.269 -2.452  0.004
H -1.861 1.521 -4.717  -0.001
H -0.718 0.739 4.152  0.000
H 2.724 -3.913 -0.341  0.000
H -0.332 -0.187 2.057  0.007
H -2.072 -2.587 -1.408  -0.002
H -2.718 3.132 3.456  0.000
H 4.217 0.311 0.782  0.000
H -0.564 2.996 -6.251  0.006
H 1.745 -2.742 -3.891  0.002
H -4.698 2.912 -8.029  0.000
H -1.666 -0.417 6.041  0.000
H -1.694 3.123 -8.716  0.000
H -2.820 -1.429 1.088  0.000
H 3.640 -0.554 -2.533  0.010
H 2.152 3.984 3.206  0.000
H -1.970 -1.940 2.562  0.000
H -2.689 4.323 -7.723  0.000
H -0.678 -3.651 -1.592  0.000
H -1.656 4.654 5.062  0.001
H 2.725 2.933 -3.475  0.002
H -5.334 -0.940 3.900  0.000
H 1.313 -4.350 -1.323  0.000
H -3.703 1.711 -9.021  0.000
H -0.862 0.759 -2.575  -0.007
H 2.574 -3.159 2.091  0.000
H 4.208 0.380 2.569  0.000
H -4.384 0.236 1.932  0.000
H 3.897 -2.187 2.780  0.000
H 2.373 -0.814 4.121  0.000
H 3.177 1.473 1.600  0.001
H 0.757 -1.286 3.530  0.000
H -0.496 -0.611 -1.247  -0.130
H -2.037 -4.159 -0.553  0.003
H 0.901 -4.272 1.017  0.000
H 1.357 -1.003 -3.719  0.000
H 1.113 2.437 1.595  0.010
H -0.736 -4.645 1.610  0.003
H 0.305 -3.513 2.502  0.000
H 1.741 3.695 -5.608  -0.002
H 3.840 -2.516 1.034  0.000
H 0.162 -2.216 -3.241  -0.001
H 1.226 0.419 3.545  0.001
H -3.975 -1.287 5.939  0.000

---

Entry 5:
This record from the Open Molecules 2025 dataset describes a structure of composition C29H48InNP3SSe. The level of theory is ωB97M-V/def2-TZVPD.

Computed properties:
* E_HOMO: -0.5657 Ha
* E_LUMO: -8.76 eV
* total charge: +3
* multiplicity: 1

Each line ends with the Löwdin charge.
Cartesian coordinates (Å):
In 1.707 -0.746 0.078  0.223
Se 4.208 -1.048 -0.464  0.695
S -2.112 0.855 1.898  1.177
P 1.851 1.532 1.380  0.767
P 0.434 -1.308 -2.163  0.764
P 1.298 -2.805 1.671  0.763
N -1.408 -0.581 1.291  -0.185
C -3.870 -0.402 5.312  -0.028
C 1.447 -2.444 -3.170  -0.205
C -4.924 -1.201 4.854  -0.012
C -1.202 -2.125 -2.101  -0.224
C -5.243 2.412 -0.176  -0.016
C 2.830 -3.501 2.371  -0.213
C -3.588 1.687 -1.794  -0.048
C 1.522 1.320 3.166  -0.220
C 3.833 1.013 -2.472  -0.152
C -3.258 0.084 3.021  -0.425
C 0.802 2.934 0.872  -0.236
C 0.239 -2.507 3.131  -0.245
C -4.404 2.012 0.867  -0.058
C 3.809 1.499 -3.778  -0.085
C -0.312 3.627 -2.390  -0.075
C 4.803 -0.568 -4.570  -0.054
C -5.137 -1.360 3.480  -0.023
C 0.513 -4.232 0.841  -0.218
C -3.032 0.240 4.401  -0.063
C -3.172 1.411 0.576  -0.412
C 3.546 2.204 1.327  -0.222
C 4.284 0.707 -4.832  -0.047
C 0.194 0.107 -3.285  -0.219
C 4.291 -0.293 -2.213  -0.657
C -2.735 1.309 -0.753  -0.107
C 1.018 3.633 -2.584  -0.065
C -4.306 -0.715 2.558  -0.075
C 4.821 -1.063 -3.269  -0.135
C -4.842 2.238 -1.505  -0.017
H 3.482 1.629 -1.640  0.078
H 5.228 -2.051 -3.045  0.113
H -3.695 -0.278 6.381  0.131
H 1.118 0.695 -3.358  0.034
H -0.778 3.962 -1.458  0.056
H -5.578 -1.703 5.569  0.134
H 2.412 -1.982 -3.418  0.041
H -4.482 -0.820 1.487  0.122
H -2.198 0.865 4.728  0.114
H -0.194 2.849 1.331  0.025
H 0.838 -2.090 3.952  0.057
H 2.786 -4.597 2.316  0.070
H 0.680 2.984 -0.218  -0.004
H -5.955 -1.984 3.117  0.130
H 2.932 -3.188 3.419  0.068
H 5.199 -1.175 -5.385  0.125
H -3.263 1.558 -2.830  0.119
H -1.408 -2.595 -3.075  0.080
H -0.551 -1.793 2.852  0.000
H -0.219 -3.455 3.451  0.075
H 3.894 2.384 2.353  0.071
H -1.217 -2.903 -1.325  0.038
H 1.275 3.868 1.211  0.085
H -2.083 -1.245 0.903  0.087
H 4.254 1.089 -5.854  0.121
H -5.503 2.538 -2.319  0.132
H 1.720 3.999 -1.827  0.061
H 3.430 2.503 -3.970  0.099
H 0.488 -4.076 -0.247  0.023
H -0.601 0.768 -2.918  0.021
H 3.694 -3.140 1.798  0.029
H 1.638 -3.371 -2.614  0.063
H -6.212 2.856 0.055  0.134
H -1.731 0.932 -0.960  0.072
H -0.999 3.358 -3.200  0.063
H 1.446 3.353 -3.553  0.053
H 1.100 -5.136 1.055  0.069
H -0.513 -4.366 1.210  0.066
H 4.214 1.480 0.838  -0.002
H 2.199 1.979 3.728  0.071
H 1.710 0.279 3.464  0.041
H 3.559 3.147 0.763  0.071
H 0.899 -2.678 -4.094  0.082
H -4.702 2.140 1.907  0.128
H -0.635 -0.436 0.617  -0.055
H 0.478 1.571 3.402  0.037
H -0.072 -0.258 -4.288  0.085
H -1.992 -1.393 -1.886  0.040

---

Going through the records in order, we get calculated total energy values of -3663.35169, -8262.67275, -4719.99318, -6393.89753, -5201.46323 hartree.